Entry 1:
52
Properties=species:S:1:pos:R:3 method="wB97M-V/def2-TZVPD" orbital_gap_ha=0.3409 homo_energy_ha=-0.31918 spin_multiplicity=1 lumo_energy_ev=0.6
C -2.54 -0.86 1.51
C -2.78 -0.72 0.04
N -2.09 -1.25 -0.90
N -1.01 -2.05 -0.67
C -0.85 -3.07 0.20
O -1.70 -3.53 0.93
C 0.60 -3.60 0.17
N 1.51 -2.57 0.63
C 1.97 -1.61 -0.20
O 1.77 -1.64 -1.40
C 2.70 -0.48 0.53
C 1.65 0.52 0.97
C 0.59 0.88 0.14
C -0.36 1.80 0.57
C -0.25 2.37 1.83
C 0.80 2.03 2.65
C 1.74 1.11 2.22
C 3.76 0.15 -0.33
C 3.46 0.81 -1.51
C 4.46 1.37 -2.29
C 5.78 1.28 -1.89
C 6.10 0.63 -0.71
C 5.09 0.06 0.06
C -3.91 0.11 -0.42
C -4.27 1.28 0.24
C -5.31 2.05 -0.23
C -6.02 1.67 -1.35
C -5.67 0.51 -2.02
C -4.61 -0.26 -1.56
H -3.21 -0.24 2.09
H -2.68 -1.91 1.80
H -1.50 -0.60 1.74
H -0.29 -1.92 -1.38
H 0.67 -4.47 0.82
H 0.88 -3.87 -0.85
H 1.58 -2.44 1.63
H 3.17 -0.89 1.42
H 0.48 0.44 -0.83
H -1.18 2.06 -0.08
H -0.99 3.09 2.16
H 0.89 2.47 3.63
H 2.57 0.84 2.87
H 2.43 0.89 -1.84
H 4.21 1.88 -3.21
H 6.56 1.72 -2.49
H 7.13 0.55 -0.39
H 5.35 -0.45 0.98
H -3.71 1.61 1.10
H -5.58 2.97 0.29
H -6.84 2.27 -1.71
H -6.21 0.20 -2.90
H -4.33 -1.17 -2.07

Entry 2:
19
Properties=species:S:1:pos:R:3 method="wB97M-V/def2-TZVPD" smiles=NCNCCO.O orbital_gap_ha=0.3461 homo_energy_ha=-0.31754 spin_multiplicity=1 lumo_energy_ev=0.8
N -0.36 1.73 -0.56
C -1.31 0.99 0.27
N -0.81 0.46 1.53
C -0.28 -0.88 1.61
C 0.88 -1.31 0.70
O 0.71 -1.15 -0.72
H -0.42 2.71 -0.32
H 0.59 1.43 -0.40
H -1.67 0.12 -0.28
H -2.13 1.67 0.46
H -0.21 1.14 1.98
H -1.08 -1.61 1.52
H 0.16 -0.97 2.60
H 1.01 -2.39 0.87
H 1.76 -0.71 0.88
H -0.20 -1.24 -1.02
O 1.10 0.21 -3.38
H 1.83 0.14 -2.76
H 0.42 -0.36 -3.02

Entry 3:
22
Properties=species:S:1:pos:R:3 method="wB97M-V/def2-TZVPD" total_charge=+1 orbital_gap_ha="0.2960 / 0.3199" homo_energy_ha="-0.49087 / -0.49717" spin_multiplicity=1 lumo_energy_ev="-5.3 / -4.8"
C 1.15 -1.97 0.42
C -0.32 1.35 1.13
C 0.00 1.91 -1.33
C -1.45 -0.81 -0.47
C 0.28 0.89 -0.20
N 0.45 -2.85 1.06
N -0.15 -0.34 -0.73
N 2.44 -1.90 0.32
H -1.38 1.55 1.05
H -0.15 0.60 1.91
H 0.17 2.27 1.44
H 0.39 2.87 -1.02
H -1.07 1.99 -1.53
H 0.50 1.60 -2.25
H -1.77 -0.77 0.58
H -2.13 -0.15 -1.02
H -1.57 -1.81 -0.89
H 1.37 0.84 -0.12
H -0.55 -2.80 1.07
H 0.87 -3.65 1.55
H 3.06 -2.59 0.73
H 2.88 -1.19 -0.24

Entry 4:
14
Properties=species:S:1:pos:R:3 method="wB97M-V/def2-TZVPD" orbital_gap_ha=0.3227 homo_energy_ha=-0.28369 spin_multiplicity=1 lumo_energy_ev=1.1
C -0.57 0.65 -0.88
C 0.07 1.19 0.41
C 0.79 -0.02 0.97
O -0.15 -1.15 0.71
C 1.35 -1.01 0.03
C -0.84 -0.83 -0.58
H 0.13 0.76 -1.71
H -1.50 1.16 -1.12
H 0.75 2.02 0.22
H -0.70 1.53 1.11
H 1.13 0.04 2.00
H 1.89 -1.78 0.59
H -0.49 -1.48 -1.40
H -1.88 -1.07 -0.34

Entry 5:
66
Properties=species:S:1:pos:R:3 method="wB97M-V/def2-TZVPD" total_charge=+1 orbital_gap_ha="0.2460 / 0.2617" homo_energy_ha="-0.38225 / -0.38044" spin_multiplicity=2 lumo_energy_ev="-3.7 / -3.2"
Ru 0.41 -0.73 -0.41
C -2.29 -2.39 0.61
N -1.65 -2.14 -0.69
C -2.50 -1.40 -1.61
C -2.70 0.00 -1.09
C -3.94 0.61 -1.09
C -4.05 1.92 -0.65
C -2.90 2.57 -0.22
C -1.70 1.88 -0.24
N -1.60 0.63 -0.67
C -1.15 -3.37 -1.30
C 0.05 -3.90 -0.59
C 0.38 -5.24 -0.64
C 1.57 -5.67 -0.08
C 2.39 -4.73 0.55
C 1.97 -3.42 0.60
N 0.83 -3.01 0.04
C -1.43 -2.02 1.80
C -1.54 -2.70 3.00
C -0.79 -2.28 4.09
C 0.04 -1.18 3.94
C 0.09 -0.55 2.72
N -0.63 -0.96 1.66
H -2.59 -3.44 0.70
H -3.19 -1.78 0.68
H -3.47 -1.89 -1.77
H -1.97 -1.33 -2.56
H -4.82 0.07 -1.41
H -5.00 2.43 -0.64
H -2.93 3.59 0.13
H -0.79 2.34 0.11
H -0.83 -3.13 -2.32
H -1.93 -4.14 -1.37
H -0.28 -5.94 -1.14
H 1.86 -6.71 -0.13
H 3.34 -5.01 0.98
H 2.57 -2.65 1.07
H -2.22 -3.53 3.09
H -0.86 -2.80 5.04
H 0.64 -0.81 4.77
H 0.71 0.33 2.56
O 2.93 -2.55 -2.46
S 2.66 -1.19 -2.10
O 3.41 -0.14 -2.73
O 2.59 -1.01 -0.61
S 0.68 -0.89 -2.76
C 0.66 4.80 -1.67
N 1.15 3.46 -1.38
C 1.08 2.50 -2.46
C 1.49 3.09 -0.14
S 1.65 1.46 0.35
N 1.77 4.06 0.76
C 1.75 3.79 2.20
C 2.60 5.21 0.39
H -0.24 4.71 -2.28
H 1.39 5.39 -2.23
H 0.41 5.32 -0.75
H 0.95 3.04 -3.40
H 0.24 1.82 -2.33
H 1.99 1.91 -2.53
H 0.93 3.11 2.43
H 1.59 4.73 2.72
H 2.69 3.35 2.54
H 3.00 5.09 -0.61
H 3.45 5.26 1.08
H 2.05 6.15 0.46

Entry 6:
15
Properties=species:S:1:pos:R:3 method="wB97M-V/def2-TZVPD" orbital_gap_ha=0.3479 homo_energy_ha=-0.34643 spin_multiplicity=1 lumo_energy_ev=0.0
C -0.63 1.00 -1.23
C 0.04 -0.03 -0.36
C 1.17 -0.86 -0.90
C 0.09 0.27 1.02
C 0.16 0.57 2.29
C -0.95 -0.85 0.44
C -1.87 -1.72 0.61
H -1.48 1.45 -0.70
H -0.99 0.50 -2.13
H 0.10 1.77 -1.48
H 2.01 -0.20 -1.13
H 1.48 -1.60 -0.16
H 0.83 -1.37 -1.80
H 0.68 1.21 3.00
H -0.60 -0.12 2.56

Number 1: E -1243.1222 Eh, largest force on an atom 0.016 Eh/bohr. Number 2: E -381.4553 Eh, largest force on an atom 0.022 Eh/bohr. Number 3: E -362.8279 Eh, largest force on an atom 0.060 Eh/bohr. Number 4: E -270.3885 Eh, largest force on an atom 0.025 Eh/bohr. Number 5: E -2737.9461 Eh, largest force on an atom 0.055 Eh/bohr. Number 6: E -271.2809 Eh, largest force on an atom 0.044 Eh/bohr.